(1)
Entry from the OMol25 dataset: 2 unconnected molecules or ions with the total composition C2H8NO in a non-equilibrium geometry (the ωB97M-V functional and the def2-TZVPD basis).

```
! RIJCOSX wB97M-V def2-TZVPD def2/J DEFGRID3
* xyz -1 1
O 0.17215 -0.17298 -2.95626
H -0.57718 -0.76847 -2.91900
C -0.89028 -0.25911 0.92934
C 0.45343 0.50685 0.98891
N 1.33369 0.24642 -0.12823
H -1.57069 -0.25321 1.78277
H -1.45200 0.23166 0.11978
H -0.87247 -1.30545 0.62718
H 0.20859 1.56742 1.00854
H 0.92501 0.22401 1.93551
H 1.23277 -0.71562 -0.40648
H 1.03700 0.69848 -0.98205
*
```

The calculated total energy is -210.96386 hartree. Its HOMO energy is -0.0868 Ha. As for the orbital gap: 6.466 eV. The maximum force is 0.0323 hartree/bohr.

=====

(2)
Entry from the OMol25 dataset: 7 unconnected molecules or ions with the total composition H14O7 in a non-equilibrium geometry (the ωB97M-V functional and the def2-TZVPD basis).

```
! RIJCOSX wB97M-V def2-TZVPD def2/J DEFGRID3
* xyz 0 1
O -1.32038 1.51367 1.64829
H -1.77638 2.30767 1.52329
H -1.61538 1.09967 2.27729
O 0.45762 -3.31333 1.19929
H 0.97562 -2.56333 0.67729
H 1.09662 -3.78733 1.65829
O 1.05262 2.91767 2.36129
H 0.29562 2.32467 2.23129
H 1.16262 3.41567 1.63329
O -2.48038 -0.97833 -1.48171
H -1.64838 -0.62333 -1.14771
H -3.12938 -0.15533 -1.44371
O -0.16238 -0.11933 -0.40371
H -0.40538 0.60367 0.22629
H 0.59662 -0.60933 -0.40271
O 1.91062 -1.63033 -0.63571
H 2.83362 -1.58533 -0.40471
H 1.63462 -2.12633 -1.44671
O 0.29462 1.53267 -2.73671
H -0.11338 0.86567 -3.39371
H 0.34062 0.91067 -1.93871
*
```

The calculated total energy is -534.99616 hartree. Its HOMO energy is -0.3865 Ha. As for the orbital gap: 10.570 eV. As for the SMILES: O.O.O.O.O.O.O. The maximum force is 0.2688 hartree/bohr.

=====

(3)
Entry from the OMol25 dataset: 3 unconnected molecules or ions with the total composition C2H7NO4 in a non-equilibrium geometry (the ωB97M-V functional and the def2-TZVPD basis).

```
! RIJCOSX wB97M-V def2-TZVPD def2/J DEFGRID3
* xyz -1 2
O 1.05651 -2.86762 1.72970
C 1.92807 -2.22332 1.07489
N 1.55364 -1.45208 -0.05198
C 2.14462 -1.41724 -1.30023
O 3.19142 -2.01727 -1.57299
H 2.97236 -2.56394 1.08911
H 0.55283 -1.33507 -0.07654
H 1.61269 -0.74567 -2.00137
H -2.04015 3.43619 0.68078
H -0.55287 3.15866 1.06188
O -1.42030 3.39999 1.38948
H -3.98112 1.25790 0.00644
H -3.62640 1.57196 -1.46636
O -3.39130 1.79753 -0.56281
*
```

The calculated total energy is -436.10120 hartree. Its HOMO energy (spin up / spin down) is 0.0031 / -0.1495 Ha. As for the orbital gap (spin up / spin down): 2.420 / 6.566 eV. The maximum force is 0.0295 hartree/bohr.

=====

(4)
Entry from the OMol25 dataset: C19H26ClN7O in the gas phase in a non-equilibrium geometry (the ωB97M-V functional and the def2-TZVPD basis).

```
! RIJCOSX wB97M-V def2-TZVPD def2/J DEFGRID3
* xyz 0 1
C -2.56146 -4.86930 -0.41922
C -1.62519 -3.87407 -1.10320
C -0.57636 -4.61319 -1.93162
C -0.96124 -2.89995 -0.10997
C -0.32317 -3.58881 1.10820
O 0.63511 -2.76620 1.72953
N -1.91490 -1.90292 0.34030
C -1.73984 -0.56708 0.15978
N -0.47582 -0.14570 0.02840
C -0.22671 1.15006 -0.13697
N 1.02969 1.64000 -0.27540
C 2.25571 1.00388 -0.13890
C 2.35268 -0.34296 0.16509
C 3.59089 -0.95299 0.35524
N 3.63550 -2.29784 0.62734
C 4.75396 -0.19398 0.20536
C 4.64057 1.14492 -0.11893
Cl 6.08396 2.08476 -0.30259
C 3.41761 1.76611 -0.28744
C -1.31976 2.03417 -0.16187
N -1.42682 3.39505 -0.30662
C -2.69835 3.63558 -0.21368
N -3.46783 2.52345 -0.01166
C -4.90518 2.45571 0.13034
C -5.48909 1.59934 -0.99113
C -5.25566 1.88369 1.50221
C -2.59542 1.47573 0.02321
N -2.84589 0.17547 0.18514
H -3.28280 -4.36426 0.21914
H -1.99888 -5.57353 0.18784
H -3.11219 -5.43264 -1.16911
H -2.21958 -3.25679 -1.78814
H -1.06334 -5.23624 -2.67811
H 0.07508 -3.90946 -2.44353
H 0.03652 -5.25430 -1.30357
H -0.16584 -2.35618 -0.63281
H 0.21381 -4.48894 0.80441
H -1.10618 -3.86495 1.82772
H 0.24630 -1.88752 1.82883
H -2.88189 -2.18433 0.39155
H 1.05533 2.64059 -0.42430
H 1.45678 -0.92423 0.26892
H 4.48535 -2.65019 1.03600
H 2.78198 -2.68984 1.00021
H 5.72478 -0.64334 0.34214
H 3.36403 2.81704 -0.52311
H -3.13020 4.61504 -0.28591
H -5.27923 3.48386 0.04807
H -6.57062 1.54979 -0.90030
H -5.07796 0.59531 -0.92519
H -5.23735 2.01947 -1.96267
H -4.83884 2.50474 2.29235
H -4.84323 0.88171 1.58844
H -6.33426 1.83814 1.62461
*
```

The calculated total energy is -1658.42863 hartree. Its HOMO energy is -0.2788 Ha. As for the orbital gap: 8.279 eV. As for the SMILES: CC(C)[C@H](CO)Nc1nc(Nc2cc(N)cc(Cl)c2)c2ncn(C(C)C)c2n1. The maximum force is 0.0235 hartree/bohr.

=====

(5)
Entry from the OMol25 dataset: 3 unconnected molecules or ions with the total composition C21H41BBrF3O12PS2 in a non-equilibrium geometry (the ωB97M-V functional and the def2-TZVPD basis).

```
! RIJCOSX wB97M-V def2-TZVPD def2/J DEFGRID3
* xyz -1 1
C -1.39139 -3.87353 1.85409
C -0.20657 -3.08104 1.31520
O 0.93489 -3.19343 2.15889
C -0.53647 -1.60624 1.01553
O 0.01524 -0.65798 1.88460
C -0.57806 -0.53522 3.17246
C 0.51673 -0.96560 4.18596
C 0.04370 -1.85207 5.33534
O -0.64802 -3.01573 4.94854
C 1.25572 -2.27126 6.16274
F 2.13937 -3.01904 5.43495
F 0.89324 -3.04676 7.23685
F 1.93846 -1.19405 6.65760
O -1.76558 -1.17842 3.32055
B -2.91220 -0.25559 3.18514
C -4.11880 -0.74238 4.14277
C -4.83571 -1.99465 3.62095
O -6.07561 -1.69281 2.98780
P -3.73914 -0.16314 1.33337
O -2.53832 0.58030 0.43981
Br -5.15029 1.61545 1.56097
O -2.33787 1.08707 3.41359
C -0.93567 0.96068 3.47197
C -0.23070 1.99466 2.60237
C -0.74203 3.40842 2.86054
C -0.54311 3.89403 4.29297
O -1.78533 4.10153 4.96769
H -1.49375 -3.72698 2.92663
H -1.28706 -4.92852 1.61552
H -2.30091 -3.49545 1.39606
H 0.05804 -3.54328 0.35902
H 0.76493 -3.91082 2.76179
H -0.12362 -1.37569 0.03786
H -1.60794 -1.52466 0.91053
H 0.92777 -0.07237 4.64556
H 1.33811 -1.43652 3.65659
H -0.56666 -1.25775 6.01158
H -0.05416 -3.76490 4.97250
H -4.87235 0.02815 4.28759
H -3.72165 -0.99466 5.12973
H -4.17923 -2.53405 2.93584
H -5.06783 -2.68471 4.42993
H -5.91959 -1.61792 2.04567
H -2.92399 1.19901 -0.18071
H -0.68161 1.21597 4.51072
H 0.83845 1.92872 2.81812
H -0.40093 1.72923 1.56372
H -1.80855 3.41412 2.66068
H -0.25265 4.08226 2.16128
H -0.05137 4.86357 4.29245
H 0.06543 3.20124 4.87134
H -2.01739 3.30316 5.43522
C 3.33558 -0.56244 -1.97507
C 3.97144 0.35930 -3.02600
C 2.82949 1.06688 -3.76415
S 1.46613 1.16450 -2.59717
O 0.37931 0.36168 -3.10260
O 1.25186 2.53563 -2.20950
C 2.27359 0.27360 -1.26929
H 4.07192 -0.94411 -1.26908
H 2.86673 -1.41714 -2.46753
H 4.60468 1.09691 -2.52775
H 4.59927 -0.19529 -3.72308
H 3.09466 2.07109 -4.07766
H 2.48887 0.49227 -4.62028
H 1.53509 -0.30944 -0.72567
H 2.72102 1.01175 -0.60501
C 2.21806 1.12209 -9.98604
C 0.81067 1.61018 -9.61382
C 0.61836 1.35665 -8.11270
S 2.25860 1.42781 -7.38307
O 2.59608 0.11972 -6.87951
O 2.37723 2.60411 -6.56376
C 3.14991 1.68181 -8.91520
H 2.51247 1.45254 -10.98095
H 2.24896 0.03076 -9.97098
H 0.73004 2.67889 -9.82059
H 0.04098 1.10548 -10.19507
H -0.00286 2.10921 -7.63529
H 0.21788 0.36525 -7.91289
H 4.10997 1.17506 -8.85627
H 3.29603 2.75489 -9.03249
*
```

The calculated total energy is -5763.99611 hartree. Its HOMO energy is -0.1412 Ha. As for the orbital gap: 5.403 eV. The maximum force is 0.0307 hartree/bohr.